Computed, not measured: 23 unconnected molecules or ions with the total composition C81H206N15O23P5, with ωB97M-V with the def2-TZVPD basis set.

Each atom is followed by the atoms it is bonded to, with distances in Å.
Geometry (Å):
1 C 2.74 5.53 0.11  C2 1.548, C5 1.508, H6 1.074, H7 1.078
2 C 2.36 4.83 1.44  C1 1.548, C3 1.541, H8 1.079, H9 1.081
3 C 3.69 4.16 1.86  C2 1.541, O4 1.376, H10 1.086, H11 1.101
4 O 4.31 3.77 0.69  C3 1.376, C5 1.450
5 C 4.02 4.83 -0.26  C1 1.508, O4 1.450, H12 1.094, H13 1.107
6 H 2.90 6.59 0.22  C1 1.074
7 H 1.94 5.41 -0.60  C1 1.078
8 H 1.61 4.07 1.30  C2 1.079
9 H 1.97 5.47 2.21  C2 1.081
10 H 3.57 3.22 2.39  C3 1.086
11 H 4.38 4.83 2.39  C3 1.101
12 H 3.94 4.34 -1.23  C5 1.094
13 H 4.92 5.48 -0.27  C5 1.107
14 C 4.58 1.76 6.55  C15 1.554, C18 1.541, H19 1.089, H20 1.071
15 C 3.39 0.77 6.71  C14 1.554, C16 1.508, H21 1.085, H22 1.108
16 C 3.05 0.41 5.28  C15 1.508, O17 1.442, H23 1.104, H24 1.082
17 O 3.19 1.65 4.57  C16 1.442, C18 1.465
18 C 4.19 2.48 5.24  C14 1.541, O17 1.465, H25 1.124, H26 1.079
19 H 5.53 1.23 6.44  C14 1.089
20 H 4.57 2.46 7.36  C14 1.071
21 H 2.52 1.25 7.14  C15 1.085
22 H 3.60 -0.09 7.37  C15 1.108
23 H 2.02 0.02 5.19  C16 1.104
24 H 3.77 -0.30 4.88  C16 1.082
25 H 3.72 3.49 5.39  C18 1.124
26 H 4.98 2.61 4.52  C18 1.079
27 C -0.20 8.73 2.60  C28 1.539, C31 1.508, H32 1.105, H33 1.114
28 C -0.07 7.48 3.48  C27 1.539, C29 1.521, H34 1.072, H35 1.094
29 C -0.42 8.00 4.87  C28 1.521, O30 1.466, H36 1.089, H37 1.080
30 O -0.73 9.43 4.77  C29 1.466, C31 1.445
31 C -0.04 9.87 3.58  C27 1.508, O30 1.445, H38 1.085, H39 1.090
32 H -1.22 8.77 2.18  C27 1.105
33 H 0.47 8.70 1.71  C27 1.114
34 H 0.97 7.21 3.55  C28 1.072
35 H -0.65 6.63 3.11  C28 1.094
36 H 0.41 7.84 5.56  C29 1.089
37 H -1.24 7.51 5.36  C29 1.080
38 H 0.99 10.12 3.83  C31 1.085
39 H -0.61 10.76 3.33  C31 1.090
40 C -1.58 2.86 4.96  C41 1.504, C44 1.523, H45 1.102, H46 1.105
41 C -0.10 2.88 5.21  C40 1.504, C42 1.469, H47 1.072, H48 1.100
42 C 0.24 4.28 4.94  C41 1.469, O43 1.446, H49 1.104, H50 1.103
43 O -0.83 5.07 5.49  C42 1.446, C44 1.455
44 C -2.01 4.22 5.49  C40 1.523, O43 1.455, H51 1.096, H52 1.104
45 H -2.12 2.08 5.51  C40 1.102
46 H -1.86 2.67 3.91  C40 1.105
47 H 0.49 2.22 4.60  C41 1.072
48 H 0.18 2.64 6.25  C41 1.100
49 H 0.25 4.55 3.86  C42 1.104
50 H 1.22 4.61 5.32  C42 1.103
51 H -2.74 4.68 4.81  C44 1.096
52 H -2.41 4.18 6.53  C44 1.104
53 C -2.68 -5.41 1.07  C54 1.524, C57 1.532, H58 1.078, H59 1.076
54 C -1.70 -5.64 -0.08  C53 1.524, C55 1.519, H60 1.105, H61 1.075
55 C -1.39 -7.12 0.04  C54 1.519, O56 1.411, H62 1.110, H63 1.108
56 O -1.25 -7.36 1.42  C55 1.411, C57 1.410
57 C -2.09 -6.42 2.06  C53 1.532, O56 1.410, H64 1.103, H65 1.129
58 H -3.62 -5.82 0.76  C53 1.078
59 H -2.64 -4.41 1.45  C53 1.076
60 H -0.76 -5.09 0.09  C54 1.105
61 H -2.20 -5.40 -1.00  C54 1.075
62 H -0.44 -7.49 -0.40  C55 1.110
63 H -2.20 -7.76 -0.35  C55 1.108
64 H -1.48 -5.92 2.83  C57 1.103
65 H -2.86 -7.05 2.60  C57 1.129
66 C -1.47 -0.56 6.74  C67 1.550, C70 1.497, H71 1.084, H72 1.104
67 C -1.24 -2.01 7.24  C66 1.550, C68 1.519, H73 1.059, H74 1.090
68 C -0.39 -2.59 6.13  C67 1.519, O69 1.436, H75 1.119, H76 1.083
69 O -0.44 -1.76 4.96  C68 1.436, C70 1.411
70 C -1.36 -0.73 5.25  C66 1.497, O69 1.411, H77 1.104, H78 1.095
71 H -0.65 0.06 7.08  C66 1.084
72 H -2.41 -0.08 7.06  C66 1.104
73 H -2.15 -2.55 7.26  C67 1.059
74 H -0.81 -1.98 8.25  C67 1.090
75 H -0.83 -3.59 5.86  C68 1.119
76 H 0.66 -2.65 6.36  C68 1.083
77 H -2.37 -0.94 4.85  C70 1.104
78 H -0.95 0.14 4.74  C70 1.095
79 C -7.04 2.20 4.00  C80 1.514, C83 1.556, H84 1.082, H85 1.081
80 C -6.03 1.30 3.30  C79 1.514, C81 1.527, H86 1.075, H87 1.089
81 C -5.15 0.95 4.49  C80 1.527, O82 1.502, H88 1.082, H89 1.078
82 O -4.93 2.22 5.26  C81 1.502, C83 1.462
83 C -6.17 2.96 5.04  C79 1.556, O82 1.462, H90 1.084, H91 1.089
84 H -7.76 1.57 4.51  C79 1.082
85 H -7.63 2.81 3.33  C79 1.081
86 H -5.48 1.86 2.57  C80 1.075
87 H -6.44 0.41 2.84  C80 1.089
88 H -4.17 0.52 4.29  C81 1.082
89 H -5.67 0.27 5.15  C81 1.078
90 H -5.85 3.92 4.65  C83 1.084
91 H -6.63 3.05 6.02  C83 1.089
92 C 7.33 0.48 1.01  C93 1.504, C96 1.523, H97 1.075, H98 1.074
93 C 8.31 0.07 -0.06  C92 1.504, C94 1.516, H99 1.103, H100 1.099
94 C 8.68 -1.33 0.40  C93 1.516, O95 1.423, H101 1.107, H102 1.076
95 O 8.65 -1.29 1.82  C94 1.423, C96 1.401
96 C 8.01 -0.11 2.23  C92 1.523, O95 1.401, H103 1.096, H104 1.084
97 H 6.36 0.02 0.89  C92 1.075
98 H 7.14 1.53 1.05  C92 1.074
99 H 9.21 0.71 -0.08  C93 1.103
100 H 7.89 0.09 -1.07  C93 1.099
101 H 9.71 -1.59 0.10  C94 1.107
102 H 7.97 -2.07 0.06  C94 1.076
103 H 8.75 0.57 2.66  C96 1.096
104 H 7.25 -0.35 2.97  C96 1.084
105 C -5.05 -4.57 4.24  C106 1.531, C109 1.593, H110 1.091, H111 1.105
106 C -5.85 -3.93 3.11  C105 1.531, C107 1.494, H112 1.083, H113 1.081
107 C -5.84 -2.47 3.45  C106 1.494, O108 1.440, H114 1.119, H115 1.091
108 O -4.51 -2.20 3.93  C107 1.440, C109 1.415
109 C -4.05 -3.37 4.57  C105 1.593, O108 1.415, H116 1.103, H117 1.107
110 H -4.55 -5.49 3.91  C105 1.091
111 H -5.67 -4.76 5.14  C105 1.105
112 H -6.85 -4.34 3.02  C106 1.083
113 H -5.30 -4.06 2.18  C106 1.081
114 H -6.68 -2.30 4.16  C107 1.119
115 H -5.99 -1.84 2.57  C107 1.091
116 H -4.02 -3.26 5.67  C109 1.103
117 H -3.01 -3.52 4.23  C109 1.107
118 C 2.94 -5.58 -0.77  C119 1.570, C122 1.496, H123 1.062, H124 1.095
119 C 2.21 -5.59 -2.16  C118 1.570, C120 1.523, H125 1.092, H126 1.069
120 C 3.15 -4.68 -2.93  C119 1.523, O121 1.438, H127 1.115, H128 1.098
121 O 4.48 -4.77 -2.40  C120 1.438, C122 1.407
122 C 4.37 -5.44 -1.17  C118 1.496, O121 1.407, H129 1.101, H130 1.083
123 H 2.77 -6.50 -0.26  C118 1.062
124 H 2.58 -4.72 -0.21  C118 1.095
125 H 1.18 -5.22 -2.09  C119 1.092
126 H 2.17 -6.58 -2.56  C119 1.069
127 H 2.74 -3.64 -2.92  C120 1.115
128 H 3.26 -4.96 -3.99  C120 1.098
129 H 5.06 -5.02 -0.42  C122 1.101
130 H 4.69 -6.45 -1.41  C122 1.083
131 C -3.51 3.93 -4.58  C132 1.512, C135 1.518, H136 1.089, H137 1.085
132 C -3.22 4.81 -3.40  C131 1.512, C133 1.530, H138 1.118, H139 1.079
133 C -4.64 5.18 -2.95  C132 1.530, O134 1.439, H140 1.103, H141 1.111
134 O -5.32 5.39 -4.20  C133 1.439, C135 1.418
135 C -4.77 4.53 -5.19  C131 1.518, O134 1.418, H142 1.081, H143 1.121
136 H -3.67 2.93 -4.18  C131 1.089
137 H -2.68 4.01 -5.27  C131 1.085
138 H -2.59 5.70 -3.65  C132 1.118
139 H -2.77 4.19 -2.64  C132 1.079
140 H -4.71 6.07 -2.30  C133 1.103
141 H -5.07 4.34 -2.38  C133 1.111
142 H -4.55 5.19 -6.02  C135 1.081
143 H -5.51 3.75 -5.51  C135 1.121
144 C -3.08 -3.84 -3.83  O145 1.421, H146 1.084, H147 1.115, H148 1.097
145 O -3.90 -4.99 -3.95  C144 1.421, H149 0.947
146 H -2.61 -3.49 -4.74  C144 1.084
147 H -3.70 -3.00 -3.45  C144 1.115
148 H -2.29 -4.21 -3.17  C144 1.097
149 H -4.62 -4.77 -4.53  O145 0.947
150 C 0.46 3.38 -2.64  O151 1.419, H152 1.094, H153 1.097, H154 1.096
151 O 0.91 4.06 -3.81  C150 1.419, H155 0.953
152 H 0.52 2.30 -2.80  C150 1.094
153 H 1.05 3.67 -1.76  C150 1.097
154 H -0.56 3.66 -2.38  C150 1.096
155 H 1.85 3.95 -3.87  O151 0.953
156 C -1.09 3.70 1.08  O157 1.429, H158 1.079, H159 1.097, H160 1.075
157 O -2.28 3.22 0.45  C156 1.429, H161 0.990
158 H -0.76 3.10 1.91  C156 1.079
159 H -0.30 3.68 0.32  C156 1.097
160 H -1.34 4.68 1.44  C156 1.075
161 H -2.02 2.42 -0.06  O157 0.990
162 C -4.50 5.40 1.52  O163 1.400, H164 1.093, H165 1.088, H166 1.072
163 O -4.62 4.75 0.29  C162 1.400, H167 0.956
164 H -5.45 5.77 1.90  C162 1.093
165 H -4.01 4.66 2.15  C162 1.088
166 H -3.89 6.28 1.40  C162 1.072
167 H -3.88 4.13 0.22  O163 0.956
168 C 4.82 4.88 -4.14  O169 1.426, H170 1.091, H171 1.077, H172 1.101
169 O 3.85 3.85 -4.21  C168 1.426, H173 0.982
170 H 5.38 5.02 -5.07  C168 1.091
171 H 4.33 5.84 -4.08  C168 1.077
172 H 5.55 4.82 -3.32  C168 1.101
173 H 4.36 3.01 -4.18  O169 0.982
174 C 0.10 -4.59 -5.53  O175 1.399, H176 1.071, H177 1.089, H178 1.079
175 O 0.29 -3.28 -5.06  C174 1.399, H179 0.966
176 H -0.93 -4.66 -5.79  C174 1.071
177 H 0.68 -4.81 -6.42  C174 1.089
178 H 0.44 -5.33 -4.82  C174 1.079
179 H -0.42 -2.70 -5.36  O175 0.966
180 C -0.99 6.77 -0.74  O181 1.419, H182 1.086, H183 1.072, H184 1.067
181 O -1.19 7.87 -1.62  C180 1.419, H185 0.953
182 H -1.99 6.40 -0.55  C180 1.086
183 H -0.30 6.10 -1.22  C180 1.072
184 H -0.64 7.05 0.23  C180 1.067
185 H -0.46 8.48 -1.54  O181 0.953
186 O -6.69 -0.88 0.54  P187 1.486
187 P -6.06 -0.97 -0.80  O186 1.486, N188 1.648, N191 1.603, N194 1.700
188 N -5.07 -2.27 -1.00  P187 1.648, C189 1.456, C190 1.462
189 C -3.78 -2.25 -0.33  N188 1.456, H197 1.087, H198 1.073, H199 1.104
190 C -5.58 -3.64 -1.04  N188 1.462, H200 1.116, H201 1.114, H202 1.100
191 N -5.17 0.31 -1.19  P187 1.603, C192 1.462, C193 1.459
192 C -5.25 1.55 -0.43  N191 1.462, H203 1.101, H204 1.099, H205 1.109
193 C -4.34 0.37 -2.39  N191 1.459, H206 1.099, H207 1.113, H208 1.097
194 N -7.36 -1.26 -1.87  P187 1.700, C195 1.477, C196 1.466
195 C -8.65 -0.66 -1.50  N194 1.477, H209 1.081, H210 1.075, H211 1.083
196 C -7.19 -1.46 -3.31  N194 1.466, H212 1.101, H213 1.101, H214 1.087
197 H -3.84 -2.60 0.70  C189 1.087
198 H -3.36 -1.26 -0.35  C189 1.073
199 H -3.10 -2.86 -0.95  C189 1.104
200 H -4.74 -4.25 -1.46  C190 1.116
201 H -6.50 -3.75 -1.66  C190 1.114
202 H -5.86 -3.96 -0.02  C190 1.100
203 H -5.80 2.37 -0.93  C192 1.101
204 H -5.70 1.41 0.56  C192 1.099
205 H -4.22 1.94 -0.25  C192 1.109
206 H -4.02 -0.64 -2.68  C193 1.099
207 H -4.93 0.88 -3.19  C193 1.113
208 H -3.45 0.97 -2.17  C193 1.097
209 H -8.69 0.40 -1.72  C195 1.081
210 H -9.41 -1.19 -2.05  C195 1.075
211 H -8.80 -0.93 -0.46  C195 1.083
212 H -7.52 -0.60 -3.90  C196 1.101
213 H -7.84 -2.29 -3.63  C196 1.101
214 H -6.15 -1.67 -3.58  C196 1.087
215 O 4.68 -5.87 2.20  P216 1.451
216 P 3.99 -4.96 3.09  O215 1.451, N217 1.696, N220 1.669, N223 1.631
217 N 4.22 -3.33 2.67  P216 1.696, C218 1.466, C219 1.471
218 C 5.37 -2.52 3.08  N217 1.466, H226 1.085, H227 1.095, H228 1.080
219 C 3.42 -2.73 1.60  N217 1.471, H229 1.111, H230 1.077, H231 1.075
220 N 4.57 -5.13 4.65  P216 1.669, C221 1.456, C222 1.495
221 C 5.52 -6.20 4.94  N220 1.456, H232 1.113, H233 1.085, H234 1.081
222 C 4.30 -4.30 5.86  N220 1.495, H235 1.090, H236 1.091, H237 1.100
223 N 2.38 -5.21 3.01  P216 1.631, C224 1.452, C225 1.472
224 C 1.83 -6.49 2.62  N223 1.452, H238 1.107, H239 1.095, H240 1.073
225 C 1.43 -4.39 3.78  N223 1.472, H241 1.123, H242 1.113, H243 1.087
226 H 5.89 -3.00 3.91  C218 1.085
227 H 5.11 -1.53 3.48  C218 1.095
228 H 6.02 -2.39 2.23  C218 1.080
229 H 3.68 -1.65 1.51  C219 1.111
230 H 2.37 -2.73 1.86  C219 1.077
231 H 3.48 -3.23 0.64  C219 1.075
232 H 6.38 -5.76 5.50  C221 1.113
233 H 5.13 -6.91 5.66  C221 1.085
234 H 5.79 -6.75 4.06  C221 1.081
235 H 3.84 -3.33 5.64  C222 1.090
236 H 3.77 -4.87 6.63  C222 1.091
237 H 5.28 -4.05 6.29  C222 1.100
238 H 0.97 -6.34 1.94  C224 1.107
239 H 2.58 -7.11 2.13  C224 1.095
240 H 1.48 -7.01 3.50  C224 1.073
241 H 1.15 -4.94 4.72  C225 1.123
242 H 0.51 -4.19 3.19  C225 1.113
243 H 1.91 -3.44 4.00  C225 1.087
244 O 5.37 1.65 -4.44  P245 1.475
245 P 5.31 0.28 -3.89  O244 1.475, N246 1.660, N249 1.647, N252 1.676
246 N 6.80 -0.45 -4.02  P245 1.660, C247 1.467, C248 1.460
247 C 6.98 -1.89 -3.81  N246 1.467, H255 1.101, H256 1.087, H257 1.089
248 C 7.91 0.18 -4.73  N246 1.460, H258 1.089, H259 1.080, H260 1.074
249 N 4.18 -0.67 -4.62  P245 1.647, C250 1.440, C251 1.464
250 C 4.43 -1.31 -5.89  N249 1.440, H261 1.091, H262 1.097, H263 1.083
251 C 2.75 -0.71 -4.31  N249 1.464, H264 1.072, H265 1.090, H266 1.069
252 N 4.86 0.38 -2.28  P245 1.676, C253 1.476, C254 1.435
253 C 5.21 1.58 -1.50  N252 1.476, H267 1.108, H268 1.109, H269 1.082
254 C 4.90 -0.82 -1.50  N252 1.435, H270 1.082, H271 1.106, H272 1.110
255 H 7.70 -2.12 -3.01  C247 1.101
256 H 7.47 -2.29 -4.69  C247 1.087
257 H 6.06 -2.44 -3.61  C247 1.089
258 H 7.58 1.08 -5.24  C248 1.089
259 H 8.39 -0.42 -5.49  C248 1.080
260 H 8.65 0.48 -4.02  C248 1.074
261 H 3.77 -2.18 -5.88  C250 1.091
262 H 4.17 -0.68 -6.75  C250 1.097
263 H 5.47 -1.61 -6.00  C250 1.083
264 H 2.32 -1.65 -4.58  C251 1.072
265 H 2.58 -0.63 -3.24  C251 1.090
266 H 2.27 0.14 -4.75  C251 1.069
267 H 4.52 1.64 -0.63  C253 1.108
268 H 6.28 1.58 -1.21  C253 1.109
269 H 5.00 2.47 -2.07  C253 1.082
270 H 4.14 -1.54 -1.80  C254 1.082
271 H 4.71 -0.51 -0.45  C254 1.106
272 H 5.87 -1.35 -1.45  C254 1.110
273 O -1.68 -1.44 -5.37  P274 1.503
274 P -1.79 -0.66 -6.65  O273 1.503, N275 1.691, N278 1.656, N281 1.602
275 N -1.06 -1.54 -7.90  P274 1.691, C276 1.486, C277 1.444
276 C 0.42 -1.62 -8.06  N275 1.486, H284 1.093, H285 1.107, H286 1.102
277 C -1.74 -2.47 -8.76  N275 1.444, H287 1.101, H288 1.100, H289 1.091
278 N -0.96 0.76 -6.51  P274 1.656, C279 1.486, C280 1.450
279 C -0.64 1.22 -5.13  N278 1.486, H290 1.094, H291 1.090, H292 1.101
280 C -0.61 1.56 -7.67  N278 1.450, H293 1.085, H294 1.106, H295 1.090
281 N -3.31 -0.31 -7.04  P274 1.602, C282 1.466, C283 1.460
282 C -3.68 0.30 -8.32  N281 1.466, H296 1.091, H297 1.074, H298 1.079
283 C -4.45 -1.01 -6.45  N281 1.460, H299 1.086, H300 1.116, H301 1.075
284 H 0.98 -0.92 -7.43  C276 1.093
285 H 0.66 -1.31 -9.09  C276 1.107
286 H 0.80 -2.64 -7.93  C276 1.102
287 H -1.67 -3.53 -8.48  C277 1.101
288 H -1.38 -2.35 -9.80  C277 1.100
289 H -2.81 -2.27 -8.88  C277 1.091
290 H -1.54 1.60 -4.65  C279 1.094
291 H -0.25 0.38 -4.55  C279 1.090
292 H 0.08 2.05 -5.24  C279 1.101
293 H 0.37 1.96 -7.42  C280 1.085
294 H -0.39 0.97 -8.58  C280 1.106
295 H -1.34 2.34 -7.88  C280 1.090
296 H -4.36 -0.36 -8.88  C282 1.091
297 H -4.10 1.25 -8.05  C282 1.074
298 H -2.81 0.37 -8.94  C282 1.079
299 H -4.15 -1.65 -5.62  C283 1.086
300 H -4.92 -1.64 -7.23  C283 1.116
301 H -5.15 -0.27 -6.11  C283 1.075
302 O -1.22 1.19 -0.74  P303 1.502
303 P -0.48 0.07 -0.06  O302 1.502, N304 1.627, N307 1.672, N310 1.600
304 N -1.45 -0.75 0.95  P303 1.627, C305 1.458, C306 1.453
305 C -2.38 0.06 1.73  N304 1.458, H313 1.097, H314 1.114, H315 1.119
306 C -1.16 -2.07 1.50  N304 1.453, H316 1.085, H317 1.107, H318 1.086
307 N 0.75 0.77 0.82  P303 1.672, C308 1.412, C309 1.417
308 C 1.08 0.60 2.18  N307 1.412, H319 1.069, H320 1.086, H321 1.111
309 C 1.89 1.29 0.14  N307 1.417, H322 1.099, H323 1.090, H324 1.097
310 N 0.11 -0.98 -1.12  P303 1.600, C311 1.450, C312 1.398
311 C -0.62 -1.58 -2.21  N310 1.450, H325 1.084, H326 1.063, H327 1.130
312 C 1.32 -1.62 -0.85  N310 1.398, H328 1.072, H329 1.100, H330 1.103
313 H -3.29 -0.49 1.99  C305 1.097
314 H -2.76 1.00 1.27  C305 1.114
315 H -1.89 0.40 2.67  C305 1.119
316 H -2.11 -2.31 1.96  C306 1.085
317 H -0.42 -2.12 2.32  C306 1.107
318 H -0.84 -2.79 0.76  C306 1.086
319 H 0.31 0.04 2.67  C308 1.069
320 H 2.02 0.06 2.30  C308 1.086
321 H 1.19 1.60 2.65  C308 1.111
322 H 2.07 2.35 0.39  C309 1.099
323 H 2.77 0.73 0.45  C309 1.090
324 H 1.86 1.21 -0.95  C309 1.097
325 H -1.58 -1.13 -2.41  C311 1.084
326 H -0.03 -1.49 -3.09  C311 1.063
327 H -0.71 -2.70 -2.04  C311 1.130
328 H 1.86 -1.25 0.00  C312 1.072
329 H 2.04 -1.62 -1.68  C312 1.100
330 H 1.10 -2.69 -0.73  C312 1.103

The value obtained for the LUMO energy is 0.3 eV. The strongest force on any atom comes out at 0.060 Eh/bohr. The energy comes out at -203226.5772 eV.